1.
# C9H25BeCl4N2O6

C9H25BeCl4N2O6 as an isolated structure (ωB97M-V/def2-TZVPD, the OMol25 dataset).

Geometry as XYZ:
```
47
Properties=species:S:1:pos:R:3
Be -2.76058 0.44562 -0.62568
C 0.85244 2.17300 -4.73875
C 1.09748 0.65921 -4.72267
C 2.26418 0.19941 -3.88088
O 2.41666 -1.17760 -4.20662
C 3.21066 -1.93126 -3.33694
N -0.12570 -0.03664 -4.09540
H -0.96589 0.17351 -4.64830
H -0.00406 -1.05250 -4.16075
H -0.43297 0.33509 -3.19925
H 0.79640 2.46692 -3.68458
H -0.04534 2.49590 -5.25906
H 1.74565 2.60982 -5.18058
H 1.11831 0.39398 -5.77862
H 1.98322 0.32980 -2.82765
H 3.25334 0.60595 -4.10528
H 3.50165 -2.87016 -3.79891
H 2.78348 -2.17426 -2.34929
H 4.12920 -1.40846 -3.03257
C -0.25161 3.20714 2.32359
C -0.91774 2.12801 3.14421
C 0.04854 1.16554 3.78909
O -0.57252 0.22921 4.66110
C -1.44920 -0.66645 4.02450
N -1.75393 2.82886 4.24072
H -1.21197 3.66651 4.46956
H -2.64249 3.09026 3.81996
H -1.87792 2.27609 5.09613
H 0.43798 3.78680 2.93982
H -0.92501 3.87938 1.78404
H 0.30723 2.80306 1.47715
H -1.66930 1.60407 2.55597
H 0.93056 1.60566 4.24929
H 0.37811 0.48747 2.98796
H -0.88525 -1.41332 3.45395
H -2.25850 -0.23195 3.42861
H -1.94538 -1.27718 4.77967
Cl -0.13903 -1.07262 -0.14017
O -0.49758 0.26094 0.37875
O -0.18023 -2.04731 0.89020
O -1.19657 -1.39009 -1.13425
O 1.13995 -1.06238 -0.75566
C -1.65428 -5.14085 2.22479
Cl -2.77115 -6.37031 2.71724
Cl -1.08964 -5.45404 0.58986
Cl -0.27138 -5.04203 3.33759
H -1.89983 -4.08780 2.29814
```

Computed properties:
- orbital gap (hartree) = 0.074
- molar mass (g/mol) = 408.1
- total charge = +3

---

2.
# C9H25CaIP2

C9H25CaIP2 as an isolated structure (ωB97M-V/def2-TZVPD, the OMol25 dataset).

Geometry as XYZ:
```
38
Properties=species:S:1:pos:R:3
C 0.64623 -0.97558 -5.81321
C 2.10995 -1.33707 -5.58957
H 0.03061 -1.87137 -5.91705
H 0.52489 -0.38920 -6.72789
H 0.23653 -0.39328 -4.98452
H 2.27247 -1.74592 -4.59040
H 2.44361 -2.08440 -6.31317
H 2.75320 -0.46289 -5.70609
Ca -0.04954 -0.36961 -0.61514
C 2.07970 0.23577 -1.39875
H 2.73152 -0.64379 -1.53193
H 2.57077 1.02542 -0.80856
H 1.74496 0.62175 -2.37968
I -1.83153 0.29356 -2.82882
C -2.16623 1.53050 0.79781
P -0.54454 2.43002 0.87115
C -1.03858 3.25103 2.46822
C 0.67011 1.25557 1.75235
C 0.40451 0.10972 2.76240
P -0.04284 -1.58365 2.06774
C 0.10525 -2.62117 3.57999
C -1.87217 -1.38914 2.12882
H -2.84734 2.31731 0.44872
H -2.56772 1.18312 1.75465
H -2.24464 0.74643 0.03226
H -1.40827 2.48531 3.17152
H -0.13834 3.72145 2.88176
H -1.82056 3.99604 2.26748
H 1.38500 0.93008 0.96498
H 1.20195 2.04638 2.31250
H 1.37298 -0.06387 3.27961
H -0.31049 0.37894 3.56841
H -0.28726 -2.10338 4.46217
H -0.49128 -3.52327 3.41418
H 1.13686 -2.93017 3.77344
H -2.13468 -0.54794 2.78081
H -2.29095 -1.22899 1.12482
H -2.33414 -2.29368 2.53898
```

Computed properties:
- energy relative to the best compared isomer or geometry (same formula, charge and spin) (eV) = 0.331
- orbital gap (hartree) = 0.272
- molar mass (g/mol) = 362.2
- total charge = 0

---

3.
# C9H25I2O6P4S

A 2-piece molecular cluster, C9H25I2O6P4S overall (ωB97M-V/def2-TZVPD, the OMol25 dataset).

Geometry as XYZ:
```
47
Properties=species:S:1:pos:R:3
C -1.79274 1.65510 4.26375
C -2.29224 0.22365 4.57690
P -1.96888 -1.02002 3.22510
C -2.59071 -2.62994 3.96863
P -3.14544 -0.55414 1.37465
P -1.54337 1.00666 0.81945
P 0.16681 -0.11444 0.04932
O 1.15366 0.81763 -0.54920
O -0.37500 -1.12463 -1.12513
O 0.80579 -1.07044 1.18171
C -4.24889 -0.09783 -0.13124
I -4.95711 1.94326 -0.32230
C -4.66151 -0.91395 -1.07572
C -5.52824 -0.51232 -2.27225
I -4.14874 -2.98326 -1.01466
H -1.80035 2.28837 5.16224
H -2.39394 2.08208 3.45303
H -0.76044 1.59497 3.88902
H -1.72962 -0.11691 5.46434
H -3.35285 0.27943 4.88688
H -3.52815 -2.44647 4.51659
H -2.66123 -3.42795 3.22363
H -1.83035 -2.90500 4.71614
H -2.36258 -1.51152 0.63421
H -4.09925 -1.60466 1.73331
H -3.87840 0.45405 2.14979
H -1.91918 1.74792 -0.33098
H -0.00983 -0.86335 -1.98316
H 1.76385 -0.90108 1.12959
H -6.58779 -0.44272 -1.99928
H -5.41352 -1.30354 -3.03089
H -5.14228 0.39761 -2.74194
O 6.97569 0.28391 -1.65096
S 6.54831 0.60397 -2.97937
O 6.82256 1.88329 -3.55883
O 4.99649 0.29060 -3.11608
C 4.08723 0.87029 -2.14991
C 3.79180 2.32263 -2.45636
C 7.11404 -0.65040 -4.08326
H 4.47614 0.75134 -1.13807
H 3.16526 0.29614 -2.20995
H 4.67605 2.94458 -2.30800
H 3.00100 2.68972 -1.80234
H 3.48199 2.44224 -3.49567
H 6.85197 -1.62224 -3.67320
H 8.19485 -0.55422 -4.16540
H 6.64914 -0.49843 -5.05415
```

Computed properties:
- orbital gap (hartree) = 0.214
- molar mass (g/mol) = 639.1
- total charge = -1

---

4.
# C9H25K3O7

C9H25K3O7 as an isolated structure (ωB97M-V/def2-TZVPD, the OMol25 dataset).

Geometry as XYZ:
```
44
Properties=species:S:1:pos:R:3
K -1.42640 8.17105 -0.84261
K 0.49656 5.52495 3.70632
K 5.34825 5.00021 -0.24750
O -0.47379 0.87051 -0.93697
C 0.29551 1.79134 -0.36225
O -0.06529 2.92748 -0.59794
O 1.42314 1.55815 0.15748
H -1.08621 1.53440 -1.26222
C 3.76941 -5.59455 -0.39280
C 4.20492 -4.11840 -0.88496
O 4.27869 -3.28754 0.28913
H 3.64143 -6.26588 -1.24194
H 2.86875 -5.70853 0.21046
H 4.60832 -5.85617 0.25209
H 3.57357 -3.72335 -1.68085
H 5.12513 -4.16364 -1.46743
H 3.74047 -2.49262 0.28361
C -4.01293 4.67020 -4.80567
C -4.36202 5.93159 -5.54470
O -3.58462 6.99456 -5.20129
H -3.07608 4.25420 -5.17626
H -4.71778 3.84911 -4.93647
H -3.78395 4.88134 -3.76112
H -5.39263 6.26913 -5.43520
H -4.08410 5.78406 -6.58830
H -3.75562 7.72883 -5.79559
C 2.17834 -0.44605 7.07677
C 3.34748 0.38826 6.69836
O 3.11626 1.27933 5.61077
H 1.79264 -1.10434 6.29833
H 1.46362 0.34732 7.29548
H 2.34053 -0.99776 8.00274
H 4.17551 -0.27565 6.45000
H 3.65510 0.96888 7.56804
H 3.17489 0.79896 4.78167
C -3.37524 -3.76941 0.08383
C -3.02981 -4.16337 -1.28551
O -3.37667 -5.48345 -1.54865
H -3.64237 -2.71486 0.01557
H -2.48574 -3.79895 0.71313
H -4.23183 -4.30683 0.49070
H -1.96598 -3.95758 -1.40385
H -3.51938 -3.64898 -2.11244
H -3.17006 -5.64582 -2.47199
```

Computed properties:
- energy relative to the best compared isomer or geometry (same formula, charge and spin) (eV) = 3.580
- orbital gap (hartree) = 0.127
- molar mass (g/mol) = 362.6
- total charge = +2

---

5.
# C9H26AsBrFO2S

C9H26AsBrFO2S as an isolated structure (ωB97M-V/def2-TZVPD, the OMol25 dataset).

Geometry as XYZ:
```
41
Properties=species:S:1:pos:R:3
F -2.41714 -3.30753 -0.68449
C -1.62803 -2.13557 -0.79824
C -2.46157 -0.88914 -0.65267
As -1.82606 0.37520 0.82582
S -1.23868 1.90009 2.66663
C -0.62210 1.41801 -0.46766
C -1.28170 2.32316 -1.50148
C -2.05419 3.46248 -0.87768
Br -2.67964 4.71656 -2.28284
H -1.16338 -2.20699 -1.78220
H -0.87007 -2.21859 -0.01861
H -2.54886 -0.34188 -1.59143
H -3.46945 -1.19245 -0.36519
H -0.59548 -0.49400 1.17700
H -2.70836 -0.40497 1.88923
H -3.07759 1.30893 0.54167
H 0.08145 1.72997 2.76332
H -0.06679 0.64537 -1.00544
H 0.10747 1.97537 0.12038
H -0.50004 2.78178 -2.12005
H -1.91729 1.77069 -2.19691
H -2.95958 3.15776 -0.37297
H -1.44357 4.06372 -0.21349
C 3.30777 1.05568 -3.52895
C 3.19717 -0.20401 -2.68805
O 1.86530 -0.45116 -2.26723
H 2.93428 1.91384 -2.97014
H 4.34285 1.24672 -3.81875
H 2.70937 0.96586 -4.43889
H 3.78182 -0.10460 -1.77440
H 3.58467 -1.06605 -3.24557
H 1.31494 -0.55376 -3.04913
C 1.69004 -2.45950 4.59541
C 0.54434 -2.12411 3.65571
O 0.95184 -2.09220 2.29611
H 2.49807 -1.73636 4.47729
H 1.35976 -2.44826 5.63585
H 2.09553 -3.45163 4.37659
H 0.15007 -1.12946 3.86214
H -0.27482 -2.84104 3.78350
H 1.28767 -2.95794 2.04582
```

Computed properties:
- orbital gap (hartree) = 0.239
- molar mass (g/mol) = 372.2
- total charge = -1

---

6.
# C9H26BrCuN4O3

C9H26BrCuN4O3 as an isolated structure (ωB97M-V/def2-TZVPD, the OMol25 dataset).

Geometry as XYZ:
```
44
Properties=species:S:1:pos:R:3
Cu -9.38854 -13.77109 -19.20270
Br -9.88455 -17.41561 -22.53154
C -4.30003 -17.05544 -18.33570
O -5.14729 -16.15239 -18.55286
N -4.15036 -18.15742 -19.04429
N -3.26908 -16.90381 -17.58354
H -3.33337 -18.72626 -18.87384
H -5.01253 -18.50260 -19.44129
H -2.67867 -17.68269 -17.32885
H -3.37601 -16.13350 -16.93912
C -10.01465 -18.49842 -14.52829
C -11.02579 -18.62603 -15.60755
C -12.08052 -19.78097 -15.43303
O -12.72175 -19.52670 -14.20280
C -13.43386 -20.61567 -13.61844
N -11.69652 -17.35710 -15.88847
H -10.49730 -18.39022 -13.55697
H -9.42982 -17.58641 -14.64794
H -9.34852 -19.36043 -14.56438
H -10.62805 -18.90224 -16.58409
H -11.52780 -20.71813 -15.36717
H -12.91676 -19.74044 -16.13100
H -14.23905 -20.98573 -14.25313
H -13.89348 -20.25705 -12.69745
H -12.62333 -21.32704 -13.45998
H -12.10976 -17.13081 -14.99509
H -12.45912 -17.67185 -16.47112
C -17.11392 -21.26091 -23.08209
C -17.71337 -19.89973 -23.49636
C -19.23476 -19.80789 -23.34013
O -19.85305 -20.68482 -24.18652
C -19.65440 -20.46039 -25.55906
N -17.10367 -18.92145 -22.57283
H -17.44684 -22.16514 -23.59163
H -17.38113 -21.43322 -22.03950
H -16.02906 -21.36358 -23.10737
H -17.31855 -19.59936 -24.46693
H -19.54408 -18.81389 -23.66322
H -19.69637 -19.97531 -22.36699
H -20.60893 -20.54595 -26.07834
H -18.97591 -21.25139 -25.87856
H -19.30882 -19.48911 -25.91302
H -16.13847 -18.76492 -22.82578
H -17.63288 -18.07191 -22.70812
```

Computed properties:
- energy relative to the best compared isomer or geometry (same formula, charge and spin) (eV) = 8.915
- orbital gap (alpha / beta) (hartree) = 0.124 / 0.124
- molar mass (g/mol) = 381.8
- total charge = +1
- 2S+1 = 2

---

no.,electronic energy (eV)
1,-75451.76135
2,-54855.43197
3,-86215.23550
4,-73029.28102
5,-158280.84002
6,-136527.49053